Version 1
ORCA calculation (wB97M-V/def2-TZVPD) on C4H8O2S in the gas phase.

The total charge is 0. Its HOMO energy is -9.14 eV. Its SMILES is O=C(O)CCCS. As for the gap between HOMO and LUMO: 9.64 eV. The multiplicity is 1.

CARTESIAN COORDINATES (ANGSTROEM)
O: -2.7029 0.8035 1.5311
C: -1.6326 0.2595 1.2736
O: -0.6526 -0.2416 2.1401
C: -1.3166 -0.1692 -0.1403
C: 0.0239 0.3839 -0.9460
C: 1.4110 0.1168 -0.2694
S: 2.6252 0.1789 -1.6598
H: -0.7561 -0.4047 3.0781
H: -2.1588 0.2227 -0.7825
H: -1.0329 -1.2424 -0.2819
H: -0.0914 -0.2598 -1.7621
H: 0.0353 1.5034 -1.1974
H: 1.6072 -0.9634 0.0115
H: 1.6587 0.8215 0.4361
H: 2.9829 -1.0092 -1.4311

Atom charges from the Mulliken analysis, given in e for atoms 1 to 8: -0.539 0.480 -0.443 -0.491 -0.655 -0.586 -0.195 0.319

***

Version 2
ORCA calculation (wB97M-V/def2-TZVPD) on C4H8O2S in the gas phase.

The total charge is 0. Its HOMO energy is -8.57 eV. Its SMILES is C[C@@]1(S)[C@H](O)[C@@H]1O. As for the gap between HOMO and LUMO: 9.24 eV. The multiplicity is 1.

CARTESIAN COORDINATES (ANGSTROEM)
C: -1.8107 -0.0405 0.5318
C: -0.4656 -0.1607 -0.2500
C: 0.9166 0.5462 0.3902
C: 0.6608 -0.9112 0.3915
H: -1.7371 0.1887 1.6995
H: -2.3910 -1.1156 0.5689
H: -2.5420 0.8536 0.0839
H: -1.1873 1.3305 -1.5502
H: 0.8110 1.3240 1.2832
H: 1.7940 0.7592 -1.4883
H: 0.4835 -1.2335 1.5130
H: 2.5330 -1.1022 -0.2805
O: 1.9727 0.8682 -0.5187
O: 1.5590 -1.4885 -0.3461
S: -0.5970 0.1819 -2.0282

Atom charges from the Mulliken analysis, given in e for atoms 1 to 8: -1.019 0.336 -0.152 0.065 0.265 0.240 0.281 0.150

***

Stability check: which of them is least stable? version 2.